Record 1
45
Properties=species:S:1:pos:R:3:forces:R:3 method="wB97M-V/def2-TZVPD" gap_ev=5.485 e_above_lowest_kj_mol=0.0 lumo_energy_ev=5.11 multiplicity=1 homo_ev=-0.37 total_charge=-2
H 3.55935 1.15565 -1.31817 -0.1 0.0 -0.2
H -3.69462 -2.81756 0.70157 0.1 0.1 0.1
C -3.03933 1.71775 -1.21030 -0.5 -0.2 -0.3
H 4.27496 0.49646 -2.83307 0.2 0.1 0.0
H 3.18776 -1.57424 0.04203 0.3 0.0 -0.2
O -1.74389 1.20198 -1.11101 0.5 0.0 0.1
O 3.02909 -0.77272 -1.89467 0.2 0.0 -0.1
H -3.77315 0.90420 -1.29776 0.1 0.0 0.3
H -2.17845 -2.81329 1.62138 0.2 -0.3 -0.2
H -1.79502 3.08153 1.53669 0.1 0.2 0.1
H 2.15492 -0.12580 -0.11357 0.2 -0.1 0.0
C -1.48144 0.27544 -2.12628 -0.4 -0.3 -1.0
H 1.17092 -2.63610 0.03908 -0.1 0.2 0.1
H 4.83574 -0.02600 -1.19335 0.1 -0.1 -0.3
O -2.54746 -1.07409 0.58671 0.2 -0.2 -0.6
C 3.97118 0.26504 -1.81419 -0.1 0.0 0.5
C -1.69394 2.80800 2.62818 0.0 -1.0 -0.1
Ca -0.62629 0.20345 1.08685 0.0 0.3 2.9
H 1.39335 -2.53310 -1.70961 -0.1 0.1 0.1
H -0.76859 3.31665 2.97728 -0.2 0.3 0.0
H 0.62746 0.54025 -2.00119 0.0 -0.1 0.0
O -1.64324 1.45628 2.85344 0.0 0.5 -0.8
H -3.24997 2.29327 -0.31439 0.0 0.1 0.0
H 1.22068 -2.64392 4.06533 0.1 -0.3 0.0
H -0.84394 -1.60508 -0.74192 0.3 -0.4 0.3
O 0.41369 -1.18375 2.88190 -0.2 -0.1 -0.9
O 1.38445 1.45003 0.83206 -0.5 -0.3 -0.4
C -2.63737 -2.43536 0.68902 -0.5 0.4 0.0
H -2.20460 -2.97661 -0.20155 0.2 -0.2 0.3
C 2.47054 -1.06305 -0.61406 -0.3 0.2 0.5
C 0.81713 -2.47477 3.03878 -0.3 1.0 -0.1
H -1.60605 0.75694 -3.11641 0.1 0.1 0.1
C -0.09057 -0.28619 -2.04173 0.6 0.0 0.5
H 0.12649 -0.85636 -2.96153 -0.1 0.0 0.0
H 1.63070 -2.75759 2.32002 0.1 -0.3 0.1
H 0.49708 3.14471 0.00704 0.1 0.0 0.0
H -0.01839 -3.20099 2.89417 0.2 -0.3 0.0
H -2.57907 3.28892 3.11539 0.1 0.2 0.0
C 1.47923 2.68376 0.27920 -0.1 -0.1 0.0
N 0.05019 -1.12285 -0.84106 -0.6 0.3 -1.1
C 1.24900 -1.93016 -0.78846 -0.1 -0.5 -0.3
H 1.96484 3.41111 0.96781 0.1 0.1 -0.2
H 2.06491 2.67887 -0.68267 0.1 0.3 0.1
H -2.21733 -0.54584 -2.10891 0.0 0.1 0.3
H -3.14097 2.32514 -2.12807 0.1 0.1 0.2

Record 2
49
Properties=species:S:1:pos:R:3:forces:R:3 method="wB97M-V/def2-TZVPD" gap_ev=8.204 e_above_lowest_kj_mol=1160.7 lumo_energy_ev=2.97 multiplicity=1 homo_ev=-5.24 total_charge=-1
H 1.23362 -2.03810 -0.36693 0.5 0.0 0.3
C 2.14751 0.24722 -0.32444 0.8 0.3 -0.9
H 1.10581 0.84835 -4.63084 0.4 -1.0 -0.2
H -0.86851 3.97241 -1.00826 0.0 0.0 0.8
H -1.98315 2.85001 1.03392 0.4 0.4 -0.3
H -4.99831 1.56062 0.74720 -0.3 0.2 0.3
O -2.97029 -2.14053 -1.61022 -0.3 -0.6 -0.2
O -0.21454 -1.47992 0.86016 -0.9 1.7 2.2
H 1.80379 -1.48529 2.12528 -0.5 0.6 -0.6
H -2.68532 0.30797 1.83153 -5.4 1.3 0.1
Cl -0.63650 -0.08626 1.00628 8.2 -0.3 1.4
H 1.86212 -3.11766 1.89086 0.5 -0.8 -0.3
H 2.70132 -2.93573 -0.42842 0.1 -0.4 0.0
O -3.53544 0.31989 1.38573 -8.0 0.2 -2.9
H 0.31515 1.64718 -3.39318 1.0 -1.4 -0.9
Cl -3.49622 3.11918 -0.79892 -1.0 1.3 -1.1
H 0.40652 1.22331 -1.34396 1.6 -0.5 -0.2
H -0.85646 -2.09222 -1.63816 0.1 -0.7 0.4
H -2.15224 1.37334 0.07225 -1.2 1.6 -0.3
C -0.93460 2.89515 -0.85577 0.3 0.9 1.1
C -2.08699 2.46020 0.02131 0.9 1.3 -1.4
H 3.45371 -2.30822 4.06941 -0.1 -1.2 -0.4
H 1.74727 0.21753 0.68897 0.8 -0.2 -1.5
C -1.71605 -1.63547 -1.14765 -1.6 0.3 -1.6
O 1.67673 0.28686 -2.66607 -0.9 0.2 -2.0
H 0.33276 -0.46235 -1.26516 1.1 -0.3 -1.0
O -0.89491 0.43484 -0.26697 -0.8 0.2 2.0
H -3.44804 2.31698 1.04899 -1.9 -0.5 2.0
O -1.69846 0.10814 1.88676 10.8 -2.5 4.5
H -1.64579 -0.58624 -1.43445 -0.7 -1.0 -0.7
C 1.04909 0.34563 -1.41395 1.8 -0.4 0.4
N 3.01416 -0.92844 -0.54488 -0.6 0.4 0.7
H 3.68797 -0.81016 0.19814 0.9 0.1 -0.3
H 3.41020 -0.78206 3.50294 0.6 0.8 0.0
H -2.85644 -2.75778 -2.33662 0.2 0.1 0.1
H -4.42335 1.68983 2.47763 -0.6 0.9 0.1
O 3.66956 -2.01486 1.92095 2.4 -1.2 0.8
C 3.93780 -1.71297 3.29519 -1.6 0.5 -0.3
C 2.25918 -2.03733 0.00228 0.5 -1.9 -0.6
Cl -1.05191 2.33980 -2.48923 -2.7 1.2 0.2
H -1.67953 -1.63137 -0.05826 -1.0 -1.2 -1.5
H -0.02836 2.46073 -0.43374 0.1 0.6 0.0
C -4.14827 1.57328 1.42938 -0.2 -1.2 0.8
C 2.34663 -2.21340 1.52255 -1.2 1.4 1.0
H 2.80658 1.11538 -0.33113 0.0 0.4 -0.5
O 0.56940 0.65545 1.56830 -4.6 -0.3 1.1
C 0.65517 0.64630 -3.65914 2.2 0.6 0.1
H 4.99665 -1.70481 3.55381 0.0 0.2 -0.7
H -0.17900 -0.05445 -3.69350 0.0 -0.1 0.0

Record 3
44
Properties=species:S:1:pos:R:3:forces:R:3 method="wB97M-V/def2-TZVPD" gap_ev="6.968 / 5.333" e_above_lowest_kj_mol=0.0 lumo_energy_ev="-12.54 / -14.14" multiplicity=5 homo_ev="-19.51 / -19.48" total_charge=+3
H 4.22210 0.77010 1.29840 -0.1 0.0 0.0
H -0.95420 2.81850 3.91340 0.6 -0.2 -0.6
I -0.00920 -1.94840 2.13000 0.0 0.3 -0.7
H -2.73110 0.60640 2.28590 -0.2 0.0 0.0
H -4.29500 0.30460 -1.39950 0.2 0.0 0.1
Cl -0.01260 -1.72940 -1.67490 0.0 1.6 1.6
H -2.94290 1.42160 -1.74590 -0.2 0.0 0.0
C 3.00530 -1.83190 0.35120 -0.5 0.2 -0.1
H 2.93740 -2.02130 1.42540 0.2 -0.1 0.0
H 2.88290 -0.28400 -2.33620 0.1 0.0 0.0
C 0.27260 3.19070 1.46070 0.6 1.0 0.2
P 2.36650 -0.15900 0.02560 2.0 -0.2 -0.8
H -2.88490 -0.25500 -2.33340 -0.1 0.0 0.0
H -2.95820 -1.98490 1.43230 -0.2 -0.1 0.0
H -0.64960 3.62390 1.02130 0.6 -0.4 0.0
C 0.00760 1.13410 -2.92240 0.0 -0.1 -0.7
S -0.03930 1.48810 2.07120 0.6 2.3 -1.0
H -2.84950 1.96680 1.14220 -0.1 -0.1 0.0
H 0.87240 0.51000 -3.15980 0.0 0.1 0.2
H -4.06750 -1.85530 0.02310 0.2 0.0 0.1
P -2.36830 -0.13160 0.02790 -2.0 -0.2 -0.8
C -3.20920 0.38770 -1.51140 0.5 0.0 0.1
C -3.02650 -1.79610 0.35790 0.5 0.1 0.0
O 0.01240 2.67660 -1.12060 -0.1 -3.2 -0.6
H 1.16180 3.22720 0.80940 -0.8 -0.3 -0.1
H -2.41280 -2.53240 -0.16410 -0.2 -0.1 -0.1
H -0.47480 1.19170 4.41340 0.3 0.4 -0.3
H 0.01340 2.05400 -3.51270 0.0 -0.1 0.2
H 2.87530 1.93140 1.14270 0.2 -0.1 0.0
C -0.15330 2.05780 3.79950 -0.7 -1.6 1.8
H 0.83710 2.38570 4.17920 -0.5 0.0 -0.6
H 2.38130 -2.55990 -0.17030 0.2 -0.1 -0.1
H 2.73890 0.57120 2.28460 0.2 0.0 0.0
H 0.58770 3.87050 2.27940 -0.5 -0.7 0.0
H 4.04450 -1.90320 0.01360 -0.2 0.0 0.1
C -3.12150 0.92180 1.31400 0.3 0.0 0.0
H 4.29730 0.26220 -1.40100 -0.2 0.0 0.1
H -4.21150 0.82350 1.29950 0.1 0.0 0.0
C 3.21230 0.35470 -1.51310 -0.5 0.0 0.1
C 0.00780 1.50120 -1.44360 0.0 2.9 -0.1
H -0.86510 0.52110 -3.16090 0.0 0.1 0.2
C 3.13350 0.88260 1.31320 -0.3 0.0 0.0
Ru 0.00000 0.00000 0.00000 -0.1 -1.6 1.5
H 2.95480 1.39100 -1.74630 0.2 0.0 0.0

Record 4
43
Properties=species:S:1:pos:R:3:forces:R:3 method="wB97M-V/def2-TZVPD" gap_ev=9.873 e_above_lowest_kj_mol=477.6 lumo_energy_ev=-2.53 multiplicity=1 homo_ev=-12.40 total_charge=+1
H 26.16200 17.34349 -16.53809 0.0 -0.2 -0.5
C 29.01961 11.68126 -18.59385 0.3 0.1 0.1
C 25.49280 11.06286 -18.08692 0.0 -0.2 0.2
C 28.07406 13.67849 -15.53261 -0.4 0.2 -0.6
H 29.81415 12.30207 -19.00786 0.2 -0.1 0.1
C 25.55652 16.58232 -16.04605 -0.2 -0.2 0.5
H 28.40851 11.34754 -19.43248 -0.4 0.2 0.2
O 27.18392 14.69027 -19.59080 2.2 1.8 -5.4
K 26.21681 13.93533 -18.05028 -2.5 0.1 1.2
H 24.93449 17.14784 -15.35225 0.3 0.0 0.7
H 25.37026 11.07672 -15.92844 0.3 -0.3 0.0
H 26.54441 15.58042 -21.40721 -0.4 0.0 0.4
H 26.88400 11.79910 -16.51256 -0.8 -0.5 -0.3
C 25.81594 11.69801 -16.70527 -0.3 -2.1 -0.1
O 25.23293 12.97409 -16.57122 -3.4 -2.3 3.7
H 24.43759 10.83050 -18.23064 -0.3 0.6 0.3
H 28.30092 17.25411 -21.37514 0.0 -0.1 0.1
O 24.63568 16.03485 -16.97688 0.4 -1.5 -0.5
H 28.71395 14.06892 -14.74127 0.2 0.0 0.1
H 29.80062 13.51970 -16.76199 0.2 0.0 -0.4
H 24.37696 12.79590 -16.17477 -0.1 0.1 0.1
H 25.90020 10.06903 -18.27238 0.7 0.1 0.4
C 26.48176 15.57284 -15.32109 0.3 0.1 -0.1
H 27.15355 16.10598 -14.64835 -0.2 0.5 0.3
H 23.96919 14.42127 -15.70923 0.1 0.6 0.0
C 23.61136 15.19127 -16.39272 -0.1 1.6 0.0
H 23.03170 14.74224 -17.19923 0.2 0.0 -0.1
H 28.05615 17.03535 -19.62594 -0.6 0.0 -0.1
C 27.44438 15.30500 -20.85740 0.9 0.9 -0.3
H 25.90568 14.89929 -14.68661 -0.1 -0.1 -0.1
C 28.95657 12.88578 -16.49029 0.3 0.3 -0.3
H 29.33514 16.20469 -20.38608 0.1 0.0 -0.2
N 27.31039 14.74984 -16.21225 0.7 -0.1 1.7
H 27.41909 12.94271 -15.06599 -0.5 0.5 0.2
H 25.81016 11.69225 -18.91834 0.0 -0.1 -0.1
H 27.97535 14.61548 -21.51370 0.2 -0.1 0.1
C 28.30985 16.53188 -20.55881 0.4 -0.4 -0.1
H 29.41283 10.77713 -18.12906 0.3 0.0 0.1
H 26.71812 13.86707 -19.75506 0.9 0.3 -2.0
H 29.35727 12.04908 -15.91804 0.1 -0.3 -0.1
H 27.91993 15.29222 -16.80755 0.3 0.4 0.2
H 22.95720 15.88332 -15.86241 -0.3 -0.3 0.3
O 28.24699 12.43113 -17.66481 0.7 0.4 0.2

Record 5
44
Properties=species:S:1:pos:R:3:forces:R:3 method="wB97M-V/def2-TZVPD" gap_ev=5.108 e_above_lowest_kj_mol=22.1 lumo_energy_ev=-4.05 multiplicity=1 homo_ev=-9.15 total_charge=+1
Si 1.06744 -2.09578 1.30556 0.0 0.4 0.3
H -2.54597 -2.55625 1.09681 0.1 -0.6 -1.2
H -0.06284 2.75489 -2.50920 0.5 -0.6 -0.3
C 0.11068 -3.08231 2.64882 -1.4 1.2 -1.1
N -3.20785 -0.38095 -1.14639 0.3 0.4 0.3
C -2.85103 -0.96023 0.05329 -2.2 -1.7 -0.9
C -3.08862 -3.37059 -0.97414 2.3 0.7 2.2
N 1.53495 0.60578 -1.08357 3.8 1.2 -2.3
H -4.12761 -3.25522 -1.26812 0.1 -0.2 0.0
C 2.55734 0.90427 -1.60057 -3.5 -1.6 1.6
H 3.35554 -1.53533 1.55955 0.7 1.0 0.0
N -2.66341 -2.33103 0.08844 -0.7 2.0 0.8
H -1.73608 4.25482 1.98709 -0.2 -0.3 -1.5
S -2.64533 0.07543 1.37400 -0.8 -0.4 0.7
H 4.09404 1.34806 -3.11566 -0.6 0.2 0.1
H -1.79550 2.78499 -2.29477 -1.7 -0.5 -0.7
H 0.66700 -3.08102 3.55980 0.4 -0.5 0.6
H -3.66517 0.55659 -1.16232 0.8 -1.1 0.4
H -0.22923 -4.06310 2.31675 0.2 -0.2 0.3
H 2.23195 -0.30443 2.57548 1.3 -1.1 -0.6
C -1.90642 4.15623 0.86414 1.1 -0.2 0.5
H -1.85077 5.17034 0.44784 -0.3 -0.1 0.1
H -0.80984 -2.47280 2.85840 0.6 -0.6 0.0
H 1.72307 3.91897 -0.74472 0.3 -0.3 -0.2
H 2.84969 -3.13045 -0.21252 0.4 0.1 -0.2
H 4.53794 0.25592 -1.79921 -0.7 0.5 -0.2
H 2.74051 -1.93916 3.14570 0.1 -0.1 0.2
H 1.75462 2.67853 0.64890 -0.2 1.8 -0.8
Si -0.56329 3.07881 -0.05019 0.2 -0.7 0.5
Y -0.50446 0.08040 -0.03261 1.2 0.7 -0.5
H -3.46073 -0.97589 -1.91530 -0.1 -0.2 -0.3
H 1.56997 -4.29356 0.22689 0.2 0.7 -0.4
C 3.90287 1.14072 -2.06427 1.5 0.0 1.3
C 2.55202 -1.35088 2.25544 -1.7 0.5 0.2
C 1.79034 -3.23493 -0.05789 -1.4 -0.7 0.6
H -2.32129 -3.22329 -1.72018 -0.4 0.0 -0.9
C -0.88790 3.18151 -1.97517 1.7 1.2 2.0
H -2.88269 3.69656 0.67028 0.1 0.3 0.1
H -2.75811 -4.33992 -0.52768 -1.0 0.6 -0.3
H 1.53350 4.47214 0.87741 -0.3 0.1 0.4
H 4.27587 1.95934 -1.39836 -0.1 -0.4 -0.8
H 1.21399 -2.98765 -0.96187 0.5 -0.4 -0.1
H -0.79551 4.24232 -2.16449 -0.4 0.5 -0.4
C 1.29633 3.64814 0.21860 -0.4 -1.6 0.4

Which value of multiplicity does entry 5 give? 1

Please write out number 2 again, unchanged.
49
Properties=species:S:1:pos:R:3:forces:R:3 method="wB97M-V/def2-TZVPD" gap_ev=8.204 e_above_lowest_kj_mol=1160.7 lumo_energy_ev=2.97 multiplicity=1 homo_ev=-5.24 total_charge=-1
H 1.23362 -2.03810 -0.36693 0.5 0.0 0.3
C 2.14751 0.24722 -0.32444 0.8 0.3 -0.9
H 1.10581 0.84835 -4.63084 0.4 -1.0 -0.2
H -0.86851 3.97241 -1.00826 0.0 0.0 0.8
H -1.98315 2.85001 1.03392 0.4 0.4 -0.3
H -4.99831 1.56062 0.74720 -0.3 0.2 0.3
O -2.97029 -2.14053 -1.61022 -0.3 -0.6 -0.2
O -0.21454 -1.47992 0.86016 -0.9 1.7 2.2
H 1.80379 -1.48529 2.12528 -0.5 0.6 -0.6
H -2.68532 0.30797 1.83153 -5.4 1.3 0.1
Cl -0.63650 -0.08626 1.00628 8.2 -0.3 1.4
H 1.86212 -3.11766 1.89086 0.5 -0.8 -0.3
H 2.70132 -2.93573 -0.42842 0.1 -0.4 0.0
O -3.53544 0.31989 1.38573 -8.0 0.2 -2.9
H 0.31515 1.64718 -3.39318 1.0 -1.4 -0.9
Cl -3.49622 3.11918 -0.79892 -1.0 1.3 -1.1
H 0.40652 1.22331 -1.34396 1.6 -0.5 -0.2
H -0.85646 -2.09222 -1.63816 0.1 -0.7 0.4
H -2.15224 1.37334 0.07225 -1.2 1.6 -0.3
C -0.93460 2.89515 -0.85577 0.3 0.9 1.1
C -2.08699 2.46020 0.02131 0.9 1.3 -1.4
H 3.45371 -2.30822 4.06941 -0.1 -1.2 -0.4
H 1.74727 0.21753 0.68897 0.8 -0.2 -1.5
C -1.71605 -1.63547 -1.14765 -1.6 0.3 -1.6
O 1.67673 0.28686 -2.66607 -0.9 0.2 -2.0
H 0.33276 -0.46235 -1.26516 1.1 -0.3 -1.0
O -0.89491 0.43484 -0.26697 -0.8 0.2 2.0
H -3.44804 2.31698 1.04899 -1.9 -0.5 2.0
O -1.69846 0.10814 1.88676 10.8 -2.5 4.5
H -1.64579 -0.58624 -1.43445 -0.7 -1.0 -0.7
C 1.04909 0.34563 -1.41395 1.8 -0.4 0.4
N 3.01416 -0.92844 -0.54488 -0.6 0.4 0.7
H 3.68797 -0.81016 0.19814 0.9 0.1 -0.3
H 3.41020 -0.78206 3.50294 0.6 0.8 0.0
H -2.85644 -2.75778 -2.33662 0.2 0.1 0.1
H -4.42335 1.68983 2.47763 -0.6 0.9 0.1
O 3.66956 -2.01486 1.92095 2.4 -1.2 0.8
C 3.93780 -1.71297 3.29519 -1.6 0.5 -0.3
C 2.25918 -2.03733 0.00228 0.5 -1.9 -0.6
Cl -1.05191 2.33980 -2.48923 -2.7 1.2 0.2
H -1.67953 -1.63137 -0.05826 -1.0 -1.2 -1.5
H -0.02836 2.46073 -0.43374 0.1 0.6 0.0
C -4.14827 1.57328 1.42938 -0.2 -1.2 0.8
C 2.34663 -2.21340 1.52255 -1.2 1.4 1.0
H 2.80658 1.11538 -0.33113 0.0 0.4 -0.5
O 0.56940 0.65545 1.56830 -4.6 -0.3 1.1
C 0.65517 0.64630 -3.65914 2.2 0.6 0.1
H 4.99665 -1.70481 3.55381 0.0 0.2 -0.7
H -0.17900 -0.05445 -3.69350 0.0 -0.1 0.0